{"formula": "C35H90CoN18O17", "method": "ωB97M-V with the def2-TZVPD basis set", "homo_ev": [-8.41, -8.42], "total_energy_ev": -137017.220, "e_lumo_ev": [-0.45, -0.45], "spin_multiplicity": 4, "orbital_gap_ev": [7.956, 7.964], "species": ["Co", "O", "O", "O", "O", "O", "O", "O", "O", "O", "O", "O", "O", "O", "O", "O", "O", "O", "N", "N", "N", "N", "N", "N", "N", "N", "N", "N", "N", "N", "N", "N", "N", "N", "N", "N", "C", "C", "C", "C", "C", "C", "C", "C", "C", "C", "C", "C", "C", "C", "C", "C", "C", "C", "C", "C", "C", "C", "C", "C", "C", "C", "C", "C", "C", "C", "C", "C", "C", "C", "C", "H", "H", "H", "H", "H", "H", "H", "H", "H", "H", "H", "H", "H", "H", "H", "H", "H", "H", "H", "H", "H", "H", "H", "H", "H", "H", "H", "H", "H", "H", "H", "H", "H", "H", "H", "H", "H", "H", "H", "H", "H", "H", "H", "H", "H", "H", "H", "H", "H", "H", "H", "H", "H", "H", "H", "H", "H", "H", "H", "H", "H", "H", "H", "H", "H", "H", "H", "H", "H", "H", "H", "H", "H", "H", "H", "H", "H", "H", "H", "H", "H", "H", "H", "H", "H", "H", "H", "H", "H", "H"], "coordinates": [[-0.218, 2.482, -0.066], [3.742, 4.157, 0.310], [-1.299, 2.168, -2.020], [-4.866, -2.841, 0.000], [6.008, -1.538, -5.120], [-0.423, -3.484, -2.241], [0.727, 3.874, -4.193], [3.911, -1.592, 1.041], [-0.674, 0.557, 0.297], [1.306, 1.455, -1.043], [-2.373, -0.028, 4.888], [1.710, 5.656, 3.851], [0.720, -4.264, 2.712], [-2.181, 6.670, -1.791], [-3.299, -4.665, -4.717], [1.204, -6.444, -1.556], [2.071, -2.710, -3.061], [-1.849, 3.342, 0.951], [5.515, 4.360, -1.233], [-1.650, -6.625, 3.967], [-4.094, 2.717, 0.746], [2.628, -4.772, -1.026], [-5.256, -3.746, -3.969], [1.870, 1.940, -3.819], [0.560, 4.400, -0.973], [-3.473, -0.104, 1.335], [-1.828, 2.355, -4.210], [1.797, 2.984, -6.002], [4.998, -2.795, -3.636], [3.815, 2.653, -1.440], [1.047, 2.766, 1.762], [-3.091, -3.148, -3.059], [3.689, -1.602, -5.134], [-2.502, 0.381, -2.957], [-3.535, 4.928, 1.271], [2.224, -6.620, 0.457], [2.844, 6.379, 4.336], [-1.395, 5.533, -1.873], [-0.225, 3.422, 3.715], [-1.755, 1.655, -2.991], [-2.258, -0.375, 3.529], [0.652, -3.154, 1.875], [-5.546, -5.122, -0.570], [-0.462, -4.957, 2.893], [-4.496, -4.214, 0.055], [0.791, 3.835, 2.716], [-3.573, 0.032, 2.796], [0.030, -2.384, -1.895], [1.425, 2.975, -4.667], [-3.053, 3.633, 0.964], [4.944, -0.940, 0.377], [1.420, -1.974, -2.399], [-0.160, 5.704, -1.001], [2.034, 4.442, 3.285], [-1.222, -0.438, 5.609], [-0.649, -1.595, -0.845], [4.321, 3.745, -0.704], [1.851, -0.643, -2.052], [5.694, 0.132, 1.213], [1.099, 0.170, -1.265], [4.967, -2.000, -4.801], [-0.333, -6.014, 3.946], [-3.328, 6.800, -2.601], [-3.817, -3.964, -3.944], [-4.759, -0.812, 3.291], [0.903, -6.925, 3.786], [-0.209, -0.362, -0.543], [5.908, -2.011, 0.023], [0.739, 6.844, -1.578], [1.941, -5.940, -0.755], [-4.163, -4.649, 1.464], [2.497, -4.289, -1.894], [-0.551, 4.262, 4.374], [1.632, -2.716, 1.737], [2.938, 2.174, -1.206], [0.867, -7.583, 4.655], [-0.224, -5.463, 4.874], [-3.710, 1.095, 3.005], [-0.486, 5.857, 0.029], [-1.301, 0.025, 6.589], [-2.077, -1.438, 3.372], [1.461, 3.704, -6.594], [1.598, 1.841, -2.837], [-5.615, -3.890, -4.884], [0.373, 4.624, 2.089], [-1.931, 4.642, -1.494], [-2.023, 1.719, -4.976], [6.235, 0.794, 0.533], [-5.498, -2.778, -3.812], [3.359, 5.777, 5.095], [-0.348, -0.113, 5.046], [5.930, -2.919, -3.255], [-5.162, -2.577, 0.883], [-5.288, -6.141, -0.308], [-3.813, -1.024, 1.070], [-2.344, -0.179, -3.801], [0.185, 7.780, -1.546], [-4.834, -0.813, 4.368], [-1.148, 5.300, -2.915], [2.743, 4.600, 2.461], [3.200, -0.980, 1.230], [6.208, -2.523, 0.942], [0.106, 2.615, 4.406], [4.143, 2.626, -2.393], [2.908, -0.512, -2.475], [2.463, 3.800, 4.076], [-5.028, -4.408, 2.093], [-4.015, 1.713, 0.655], [3.164, -4.267, -0.321], [2.541, -5.991, 1.158], [-0.945, -5.415, 2.035], [1.047, 6.669, -2.614], [-2.143, -3.535, -2.909], [1.509, -7.272, 0.746], [-4.122, 6.070, -2.509], [6.190, 3.881, -1.792], [6.349, -0.314, 1.989], [-5.678, -0.413, 2.876], [-2.447, -0.171, -2.143], [5.310, -2.810, -0.443], [-6.522, -5.087, -0.120], [-1.431, 0.232, 3.114], [-4.507, 5.042, 1.447], [4.554, -0.381, -0.493], [-5.023, 3.125, 0.757], [0.086, -3.335, 0.970], [1.565, 7.029, -0.886], [2.450, 7.282, 4.813], [-1.210, -4.242, 3.230], [0.652, 4.043, -1.936], [-5.615, -4.866, -1.609], [3.597, 6.662, 3.600], [-1.856, -7.255, 3.199], [2.320, 1.074, -4.117], [0.862, -7.522, 2.867], [-2.864, 5.638, 1.515], [-1.660, -7.236, 4.782], [-4.720, -1.873, 2.976], [0.060, -2.438, 2.478], [2.820, -1.933, -4.697], [-1.553, -2.062, -0.502], [5.944, 5.022, -0.642], [1.167, 1.819, 2.119], [5.039, 0.790, 1.785], [2.411, 2.271, -6.317], [-3.597, -2.734, -2.295], [-3.580, -4.349, -0.562], [-2.524, -0.021, 0.974], [1.836, -6.355, 3.740], [-3.083, 6.898, -3.668], [-1.200, -1.521, 5.751], [4.241, -3.090, -3.057], [-3.317, -4.123, 1.888], [1.527, 4.556, -0.655], [-1.191, 3.124, -4.348], [-3.794, 7.744, -2.311], [6.691, -1.678, -0.658], [3.411, -1.172, -5.998], [1.878, 2.927, 1.200], [-4.110, -5.739, 1.525], [-1.073, 3.003, 3.171]], "forces_ev_per_angstrom": [[0.1, 0.1, -0.1], [0.8, -0.2, -1.1], [1.1, 1.0, 2.2], [0.1, 0.4, 0.1], [2.0, 1.1, -2.7], [0.7, 1.4, 0.0], [0.0, -0.1, -0.3], [-0.8, -0.5, 0.7], [0.0, -2.2, -0.8], [0.3, -1.5, -0.3], [-0.1, -0.5, 0.2], [0.1, 1.7, 0.4], [1.7, -1.4, -0.4], [-0.6, 0.9, 0.5], [1.6, -2.7, -2.2], [-0.8, -0.3, -0.8], [1.5, -2.3, -1.7], [-0.8, 0.6, -0.2], [-2.4, -1.1, 0.5], [-0.1, -1.0, 1.2], [0.8, 2.7, 0.2], [0.6, -0.1, 1.6], [1.1, 0.6, 0.7], [0.3, 0.1, -1.6], [0.2, -0.4, -0.3], [-0.3, -0.3, 0.0], [-0.5, -2.4, 1.1], [-0.2, -0.9, 2.2], [0.7, -0.2, -0.6], [1.8, 1.9, 0.6], [0.2, -1.1, -1.1], [-0.5, -1.2, -1.0], [-1.6, 0.2, -0.7], [1.5, 2.8, -2.5], [1.7, -2.1, -0.8], [0.3, 1.1, -1.1], [-0.6, -0.3, 0.7], [-0.5, -1.5, 0.1], [-1.0, -0.5, 1.4], [-2.6, -1.7, -2.3], [-0.7, 1.1, -0.7], [-1.4, 0.9, 1.3], [0.2, 0.2, 0.8], [-0.7, 0.8, 0.2], [0.6, -1.0, -0.2], [-0.1, 0.4, -0.8], [0.7, -0.8, 0.2], [-1.0, -1.7, 1.3], [0.3, -0.6, 1.1], [-2.1, -0.4, 0.3], [1.0, 2.0, 0.2], [-2.0, 2.8, 2.0], [0.7, 0.0, -1.1], [1.0, -0.7, 0.0], [-0.7, 0.2, -0.1], [0.2, -0.8, -1.5], [-0.1, -0.8, -0.6], [2.0, -0.8, -0.8], [-0.3, -0.2, 0.6], [-1.2, 1.2, 0.8], [-2.2, -0.6, 4.5], [0.6, 0.4, -0.6], [0.1, 0.8, -0.4], [-2.1, 3.7, 1.8], [0.1, 0.2, -0.4], [-0.8, 0.1, -0.1], [1.2, 3.0, 0.7], [-0.8, -1.5, -0.7], [-0.7, -0.1, 1.2], [0.5, -0.5, 0.3], [-1.0, 0.1, 0.3], [-0.5, -0.2, -0.3], [0.2, -0.5, -0.7], [0.2, -0.3, -0.3], [0.2, 0.4, 0.1], [0.5, -0.2, -0.1], [0.1, -0.1, 0.5], [-0.3, 0.0, 0.3], [0.1, 0.5, 0.0], [0.3, 0.1, 0.0], [0.2, -0.3, 0.1], [-0.1, 0.4, -0.2], [-0.4, 0.8, -0.4], [0.0, -0.9, -0.8], [-0.3, 0.2, 0.1], [-0.1, 0.2, -0.1], [0.1, 0.7, -0.2], [0.3, -0.2, 0.1], [0.2, 0.2, 0.7], [0.0, 0.1, 0.0], [0.4, 0.0, 0.3], [-0.4, 0.1, -0.3], [-0.1, -0.1, -0.3], [0.5, -0.4, -0.9], [0.2, 0.1, -0.2], [-0.3, 0.2, 0.6], [-0.3, 0.0, -0.2], [0.0, 0.1, 0.3], [0.4, 0.1, -0.1], [0.2, -0.3, 0.2], [-0.1, 0.2, 0.0], [0.7, 0.5, 0.0], [0.2, 0.4, -0.4], [-0.2, -0.3, 0.0], [-1.6, 0.7, 0.8], [0.2, -0.2, -0.3], [-0.1, 0.1, 0.1], [0.6, -0.5, 0.1], [-0.3, -0.4, -0.3], [0.1, 0.1, 0.9], [0.5, -0.1, -1.0], [0.1, -0.3, 0.3], [-0.7, 0.6, 0.4], [0.0, 0.3, -0.2], [0.2, -0.8, 0.4], [-0.2, -0.7, -0.3], [-0.1, 0.1, -0.7], [-0.3, 0.1, 0.0], [0.5, -0.3, 1.2], [0.3, 0.2, -0.5], [-0.6, 0.8, 0.3], [-0.1, -0.4, -0.2], [-0.3, 0.3, 0.2], [0.0, -0.5, -0.1], [0.4, -0.5, -0.1], [0.3, -0.2, -0.5], [0.3, -0.3, -0.4], [0.1, -0.2, -0.1], [-0.4, 0.2, 0.3], [0.0, 0.3, 0.2], [-0.2, -0.5, -0.7], [-0.3, -0.1, -0.5], [0.4, 0.2, -0.4], [-0.2, 0.7, -0.5], [-0.2, 0.0, 0.2], [-0.2, -0.1, 0.0], [-0.4, 0.1, 0.0], [0.4, 0.4, 0.0], [0.0, 0.5, -0.6], [1.3, -0.6, 0.4], [-0.3, 0.1, 0.5], [0.1, 0.7, 0.8], [-0.2, 0.3, 0.5], [-0.4, 0.0, -0.2], [0.3, -0.2, -0.5], [0.1, -0.1, 0.3], [-0.4, 0.3, 0.2], [0.2, 0.2, 0.2], [-0.2, 0.0, 0.3], [0.2, -0.2, 0.1], [0.1, -0.1, -0.2], [-0.6, 0.0, -0.3], [0.4, -0.2, 0.0], [-0.4, -0.1, 0.0], [0.4, -0.1, 0.1], [0.2, 0.0, 0.0], [0.2, -0.2, 0.4], [1.1, 0.1, -0.4], [0.3, 0.4, 0.2], [0.6, 0.2, 0.0], [-0.2, 0.2, 0.2]], "lowdin_charge": [0.734, -0.017, 0.029, -0.066, 0.050, 0.050, -0.029, -0.045, -0.170, -0.203, -0.191, -0.177, -0.179, -0.178, 0.099, 0.049, 0.042, -0.040, 0.142, 0.039, 0.177, 0.176, 0.114, 0.173, 0.053, 0.050, 0.173, 0.170, 0.140, 0.158, 0.052, 0.155, 0.145, 0.167, 0.170, 0.143, -0.087, -0.233, -0.043, -0.539, -0.209, -0.082, -0.044, -0.260, -0.498, -0.430, -0.387, -0.276, -0.591, -0.526, -0.531, -0.365, -0.352, -0.238, -0.097, -0.009, -0.556, 0.012, -0.050, -0.271, -0.669, -0.440, -0.099, -0.645, -0.041, -0.042, -0.293, -0.064, -0.026, -0.651, -0.056, 0.052, 0.103, 0.077, 0.042, 0.072, 0.138, 0.123, 0.128, 0.089, 0.114, 0.097, 0.041, 0.068, 0.129, 0.110, 0.095, 0.074, 0.073, 0.087, 0.077, 0.093, 0.058, 0.078, 0.045, 0.087, 0.071, 0.074, 0.122, 0.110, 0.079, 0.092, 0.091, 0.083, 0.139, 0.141, 0.086, 0.055, 0.090, 0.057, 0.125, 0.087, 0.068, 0.077, 0.080, 0.079, 0.085, 0.077, 0.039, 0.067, 0.076, 0.116, 0.084, 0.122, 0.099, 0.076, 0.075, 0.090, 0.109, 0.066, 0.049, 0.085, 0.076, 0.083, 0.063, 0.105, 0.074, 0.068, 0.086, 0.071, 0.109, 0.070, 0.108, 0.064, 0.086, 0.060, 0.132, 0.043, 0.075, 0.090, 0.087, 0.044, 0.063, 0.080, 0.058, 0.086, 0.093, 0.087, 0.061, 0.084, 0.059]}